Record 1
Density functional theory data (wB97M-V/def2-TZVPD) for a cluster of 2 separate species, C2H5O3Si in total at a distorted geometry.

```
11
Properties=species:S:1:pos:R:3:nbo_charge:R:1
C -1.5101 0.7635 -0.3335 0.3530
C 1.3955 -0.3346 -0.3700 -1.1326
O -1.6993 -0.4069 -0.8193 -0.6248
O -2.3619 1.6606 -0.0694 -0.5289
O 0.9835 2.5246 0.4945 -1.2123
Si 0.3589 1.1768 0.0672 1.4780
H 2.2275 -0.1590 -1.1625 0.2118
H 1.9948 -0.7875 0.3614 0.2190
H 0.8459 -1.1187 -0.8608 0.2468
H -0.9938 -1.6952 1.0038 0.0255
H -1.2409 -1.6236 1.6884 -0.0354
```

2S+1: 3
Kohn-Sham gap (spin up / spin down): 5.449 / 7.056 eV
charge: -1
E_LUMO (spin up / spin down): 4.07 / 1.71 eV
calculated total energy: -594.36481 Eh
HOMO level (spin up / spin down): -1.379 / -5.343 eV
ΔE to the lowest compared entry with this formula, charge and spin: 0.0 kJ/mol


Record 2
Density functional theory data (wB97M-V/def2-TZVPD) for a structure of composition C2H5O4PS at a distorted geometry.

```
13
Properties=species:S:1:pos:R:3:nbo_charge:R:1
C 0.5183 0.9298 -0.5374 -0.7200
C -0.4274 -0.1404 -0.9344 0.2075
O -1.8260 0.0810 1.6278 -1.2001
O -2.7578 -1.5097 -0.1115 -1.0285
O -2.9172 0.9357 -0.5956 -1.2243
O -0.6423 -0.4418 -2.0811 -0.7272
P -2.0117 -0.0721 0.1310 2.2366
S 0.6069 -1.9423 0.1768 -0.7924
H -0.0422 1.7556 -0.1478 0.2185
H 1.1900 0.5931 0.3394 0.2357
H 1.1697 1.2814 -1.2861 0.1761
H -2.9108 -1.6317 -1.0592 0.4813
H -0.1594 -2.0765 1.3408 0.1367
```

Kohn-Sham gap: 6.019 eV
charge: -2
E_LUMO: 6.34 eV
calculated total energy: -1119.76956 Eh
HOMO level: 0.322 eV
ΔE to the lowest compared entry with this formula, charge and spin: 86.3 kJ/mol


Record 3
Density functional theory data (wB97M-V/def2-TZVPD) for a cluster of 2 separate species, C2H5OP in total at a distorted geometry.

```
9
Properties=species:S:1:pos:R:3:nbo_charge:R:1
C 1.7795 -1.2230 2.4925 0.2045
C -0.4287 -1.4886 -1.5082 -0.8042
O 0.6571 -0.6701 3.0547 -0.4966
P -0.3298 -0.9401 0.1334 0.4385
H 2.7349 -1.9357 2.9388 0.1660
H 1.6009 -1.6778 1.4908 0.1317
H -0.5915 -0.7689 -2.3726 0.2191
H -0.8062 -2.6174 -1.7060 0.2211
H -0.3673 -2.1683 0.6547 -0.0800
```

Kohn-Sham gap: 8.796 eV
SMILES string: C=O.C=P
E_LUMO: -0.72 eV
calculated total energy: -495.61368 Eh
HOMO level: -9.520 eV
ΔE to the lowest compared entry with this formula, charge and spin: 438.0 kJ/mol


> Among the records above, which one has the highest ΔE to the lowest compared entry with this formula, charge and spin?

C2H5OP